<one>
Formula: C5H11NS
Source: the Open Molecules 2025 dataset
Level of theory: ωB97M-V with the def2-TZVPD basis set

The geometry in ORCA input format:
```
! wB97M-V def2-TZVPD RIJCOSX def2/J DEFGRID3
* xyz 0 1
C -1.85 -1.44 0.18
C 0.24 0.59 -1.42
C 0.49 1.48 0.85
C 1.42 -0.78 0.37
C 0.35 0.31 0.04
N -1.31 -0.27 0.67
S -2.65 0.12 -0.27
H -1.41 -2.17 -0.56
H -2.56 -2.00 0.84
H 0.24 -0.39 -1.98
H -0.45 1.24 -1.85
H 1.19 1.03 -1.67
H -0.02 1.28 1.92
H -0.09 2.36 0.41
H 1.54 1.82 1.05
H 1.44 -0.74 1.50
H 0.97 -1.68 -0.13
H 2.45 -0.77 0.00
*
```

Computed properties:
Gap between HOMO and LUMO (eV): 8.656

Results of the natural (NBO) charge analysis, in e, for atoms 1 through 6: -0.305, -0.663, -0.679, -0.661, 0.221, -0.581

***

<two>
Formula: C5H11NS
Source: the Open Molecules 2025 dataset
Level of theory: ωB97M-V with the def2-TZVPD basis set

The geometry in ORCA input format:
```
! wB97M-V def2-TZVPD RIJCOSX def2/J DEFGRID3
* xyz 0 1
C 2.00 1.85 1.08
C -1.06 -0.13 -0.62
C 0.04 0.40 -0.16
C -1.26 -1.07 -1.77
C 1.93 -1.95 -0.88
N 3.05 -2.13 -1.01
S 0.30 1.32 1.35
H 2.03 2.57 1.92
H 2.77 1.07 1.26
H -1.92 0.12 0.02
H 0.99 0.19 -0.53
H -1.96 -0.44 -2.30
H -0.35 -1.11 -2.34
H -1.52 -2.04 -1.56
H 2.24 2.36 0.03
H 0.97 -1.73 -0.75
H -0.46 1.62 4.63
H -0.16 1.25 4.02
*
```

Computed properties:
Gap between HOMO and LUMO (eV): 9.338

Results of the natural (NBO) charge analysis, in e, for atoms 1 through 6: -0.768, -0.201, -0.345, -0.647, 0.077, -0.296

***

Tell me which of them is the most stable. Sure, it is <one>.

***

<one>
Formula: C4H7NO2S
Source: the Open Molecules 2025 dataset
Level of theory: ωB97M-V with the def2-TZVPD basis set

The geometry in ORCA input format:
```
! wB97M-V def2-TZVPD RIJCOSX def2/J DEFGRID3
* xyz 0 1
C -1.09 -1.64 -1.36
C -1.57 -0.51 -0.99
C 2.48 0.65 0.57
C 1.37 -0.06 1.14
N -2.25 0.46 -0.58
O -3.12 1.12 -1.14
O -1.70 0.96 0.64
S 1.11 -1.58 1.02
H -1.67 -2.53 -0.96
H -0.22 -1.90 -1.99
H 3.20 0.87 1.36
H 3.04 0.20 -0.35
H 2.16 1.67 0.15
H 0.60 0.62 1.59
H -2.33 1.66 0.91
*
```

Computed properties:
Gap between HOMO and LUMO (eV): 8.662
SMILES: C=C=[N+]([O-])O.CC=S

Results of the natural (NBO) charge analysis, in e, for atoms 1 through 6: -0.423, 0.212, -0.692, -0.305, 0.313, -0.493

***

<two>
Formula: C4H7NO2S
Source: the Open Molecules 2025 dataset
Level of theory: ωB97M-V with the def2-TZVPD basis set

The geometry in ORCA input format:
```
! wB97M-V def2-TZVPD RIJCOSX def2/J DEFGRID3
* xyz 0 1
C 1.05 0.53 1.12
C -0.23 0.68 0.31
C 0.14 0.49 -1.31
C -0.66 -1.69 0.01
H 1.55 2.25 0.10
H -0.77 1.72 0.44
H -0.43 0.81 -1.97
H 1.25 0.64 -1.36
H -0.08 -2.21 0.56
H -1.48 -2.53 0.08
H -2.13 -0.30 0.13
N -1.16 -0.42 0.60
O 1.88 1.60 0.93
O 1.17 -0.24 2.00
S -0.09 -1.35 -1.63
*
```

Computed properties:
Gap between HOMO and LUMO (eV): 9.045
SMILES: O=C(O)[C@H]1CSCN1

Results of the natural (NBO) charge analysis, in e, for atoms 1 through 6: 0.766, -0.175, -0.477, -0.366, 0.494, 0.245

***

Tell me which of them is the most stable. Sure, it is <two>.

***

<one>
Formula: C6H7FO
Source: the Open Molecules 2025 dataset
Level of theory: ωB97M-V with the def2-TZVPD basis set

The geometry in ORCA input format:
```
! wB97M-V def2-TZVPD RIJCOSX def2/J DEFGRID3
* xyz 0 1
C 1.57 -1.92 -0.50
C 0.61 -0.61 -0.36
C -0.68 -0.41 -0.41
C -1.04 1.02 0.05
C -0.57 1.53 1.47
C 0.44 1.56 0.34
H 1.91 -2.36 0.42
H 2.72 -1.75 -0.96
H 0.94 -2.56 -1.20
H -1.53 1.70 -0.58
H -1.34 2.26 1.95
H -0.59 0.72 2.33
H 0.74 2.55 -0.25
O 1.28 0.39 0.32
F -1.67 -1.19 -0.87
*
```

Computed properties:
Gap between HOMO and LUMO (eV): 9.438
SMILES: CC1=C(F)[C@H]2C[C@H]2O1

Results of the natural (NBO) charge analysis, in e, for atoms 1 through 6: -0.654, 0.224, 0.306, -0.311, -0.470, 0.093

***

<two>
Formula: C6H7FO
Source: the Open Molecules 2025 dataset
Level of theory: ωB97M-V with the def2-TZVPD basis set

The geometry in ORCA input format:
```
! wB97M-V def2-TZVPD RIJCOSX def2/J DEFGRID3
* xyz 0 1
C -1.96 0.97 -0.06
C -2.23 -0.37 0.09
C -0.56 1.14 -0.11
C 0.09 -0.11 -0.20
C -0.98 -1.17 0.07
C 2.31 0.64 0.18
O 1.45 -0.43 -0.10
F -0.09 2.38 -0.07
H -2.80 1.72 -0.05
H -3.16 -0.79 0.15
H -0.65 -1.62 0.95
H -0.94 -1.99 -0.75
H 3.34 0.29 -0.04
H 2.21 0.88 1.28
H 1.78 1.54 -0.18
*
```

Computed properties:
Gap between HOMO and LUMO (eV): 8.829
SMILES: COC1=C(F)C=CC1

Results of the natural (NBO) charge analysis, in e, for atoms 1 through 6: -0.263, -0.184, 0.247, 0.256, -0.487, -0.270

***

<three>
Formula: C6H7FO
Source: the Open Molecules 2025 dataset
Level of theory: ωB97M-V with the def2-TZVPD basis set

The geometry in ORCA input format:
```
! wB97M-V def2-TZVPD RIJCOSX def2/J DEFGRID3
* xyz 0 1
C 1.21 -0.07 -0.84
C 0.05 0.84 -0.72
C -1.31 0.27 -0.48
C -1.28 -0.50 0.77
C 0.15 -0.49 1.32
C 0.93 0.58 0.53
H 0.97 -1.13 -0.84
H 0.29 1.78 -1.37
H -1.54 -0.38 -1.31
H -2.02 1.16 -0.40
H -0.06 -0.11 2.38
H 0.54 -1.53 1.42
H 1.58 1.24 1.22
O -2.32 -0.97 1.31
F 2.25 0.34 -1.68
*
```

Computed properties:
Gap between HOMO and LUMO (eV): 10.603
SMILES: O=C1C[C@@H]2[C@@H](F)[C@@H]2C1

Results of the natural (NBO) charge analysis, in e, for atoms 1 through 6: 0.198, -0.246, -0.539, 0.595, -0.545, -0.279

***

Tell me which of them is the most stable. Sure, it is <three>.

***

<one>
Formula: C19H17BrIrN3O4S3SbSe
Source: the Open Molecules 2025 dataset
Level of theory: ωB97M-V with the def2-TZVPD basis set

The geometry in ORCA input format:
```
! wB97M-V def2-TZVPD RIJCOSX def2/J DEFGRID3
* xyz -1 1
Ir 0.27 0.31 0.80
S 0.30 -1.32 4.63
Sb 3.50 0.29 3.01
S 0.91 0.03 3.34
S 4.16 -1.56 1.88
Br -0.84 -1.46 -1.99
C -2.50 -0.60 -1.61
C -3.44 -0.75 -2.59
C -4.73 -0.23 -2.42
C -5.05 0.40 -1.25
C -4.09 0.57 -0.23
C -4.47 1.22 0.97
C -3.58 1.39 1.97
C -2.25 0.95 1.81
C -1.79 0.33 0.67
C -2.74 0.09 -0.38
H -3.18 -1.29 -3.49
H -5.47 -0.36 -3.20
H -6.05 0.77 -1.08
H -5.50 1.55 1.06
H -3.87 1.88 2.90
H -1.57 1.13 2.63
C 2.49 3.23 -2.33
C 3.16 2.07 -1.98
C 2.44 1.01 -1.47
N 1.11 1.04 -1.29
C 0.47 2.15 -1.69
C 1.11 3.25 -2.21
H 3.03 4.10 -2.68
H 4.24 2.00 -2.06
H 2.95 0.10 -1.18
H -0.61 2.13 -1.58
H 0.54 4.13 -2.49
C 2.91 -4.37 -0.40
N 1.91 -3.56 0.25
C 1.12 -3.90 1.33
C 0.41 -2.79 1.65
N 0.76 -1.78 0.80
C 1.66 -2.27 -0.02
H 2.82 -5.40 -0.06
H 3.90 -3.99 -0.17
H 2.76 -4.35 -1.48
H 1.14 -4.88 1.76
H -0.31 -2.65 2.44
H 2.14 -1.73 -0.82
O 2.79 3.79 0.83
Se 1.95 2.72 1.67
O 2.57 1.13 1.31
O 0.39 2.59 1.18
O 2.12 2.88 3.26
*
```

Computed properties:
Gap between HOMO and LUMO (alpha / beta) (eV): 6.344 / 5.456

Results of the natural (NBO) charge analysis, in e, for atoms 1 through 6: 0.898, -0.490, 1.265, -0.189, -0.946, 0.051

***

<two>
Formula: C19H17BrIrN3O4S3SbSe
Source: the Open Molecules 2025 dataset
Level of theory: ωB97M-V with the def2-TZVPD basis set

The geometry in ORCA input format:
```
! wB97M-V def2-TZVPD RIJCOSX def2/J DEFGRID3
* xyz -1 1
Ir -0.10 0.43 -0.41
S 2.42 -2.81 3.66
Sb 0.50 -2.63 2.04
S 0.69 -1.20 3.90
S 1.54 -1.29 0.36
Br 1.04 0.08 -2.84
C -0.41 0.96 -3.71
C -0.48 0.86 -5.07
C -1.48 1.58 -5.76
C -2.33 2.39 -5.07
C -2.26 2.49 -3.65
C -3.12 3.37 -2.96
C -2.99 3.50 -1.61
C -2.04 2.73 -0.89
C -1.22 1.81 -1.50
C -1.29 1.74 -2.93
H 0.22 0.24 -5.60
H -1.54 1.50 -6.84
H -3.08 2.97 -5.58
H -3.86 3.93 -3.51
H -3.62 4.20 -1.06
H -1.99 2.89 0.18
C 3.28 3.54 1.04
C 2.82 2.52 1.85
C 1.82 1.68 1.39
N 1.27 1.82 0.17
C 1.70 2.82 -0.60
C 2.70 3.69 -0.21
H 4.07 4.20 1.37
H 3.21 2.36 2.85
H 1.46 0.86 2.01
H 1.22 2.92 -1.57
H 3.01 4.48 -0.89
C -4.66 0.82 2.44
N -3.25 1.06 2.20
C -2.40 1.87 2.92
C -1.18 1.76 2.33
N -1.28 0.89 1.27
C -2.54 0.50 1.21
H -4.92 1.16 3.44
H -4.86 -0.25 2.36
H -5.27 1.35 1.71
H -2.74 2.45 3.76
H -0.26 2.23 2.61
H -2.98 -0.15 0.48
O -0.94 -3.62 -0.39
Se -1.89 -2.36 -0.06
O -1.62 -1.93 1.52
O -1.46 -1.02 -1.01
O -3.47 -2.62 -0.30
*
```

Computed properties:
Gap between HOMO and LUMO (eV): 6.213

Results of the natural (NBO) charge analysis, in e, for atoms 1 through 6: 0.933, -0.516, 1.208, -0.516, -0.863, 0.254

***

Tell me which of them is the most stable. Sure, it is <two>.

***

<one>
Formula: C4H5OP
Source: the Open Molecules 2025 dataset
Level of theory: ωB97M-V with the def2-TZVPD basis set

The geometry in ORCA input format:
```
! wB97M-V def2-TZVPD RIJCOSX def2/J DEFGRID3
* xyz 0 1
C 0.77 -0.90 0.03
C -0.49 -1.35 0.08
C 1.02 0.56 -0.11
C -0.33 1.28 0.26
O -2.99 -0.02 -0.04
P -1.51 0.09 0.03
H 1.72 -1.41 0.17
H -0.99 -2.25 0.21
H 1.78 1.03 0.54
H 1.35 0.65 -1.12
H -0.33 2.33 -0.06
*
```

Computed properties:
Gap between HOMO and LUMO (eV): 9.030

Results of the natural (NBO) charge analysis, in e, for atoms 1 through 6: -0.077, -0.626, -0.475, -0.814, -0.999, 1.796

***

<two>
Formula: C4H5OP
Source: the Open Molecules 2025 dataset
Level of theory: ωB97M-V with the def2-TZVPD basis set

The geometry in ORCA input format:
```
! wB97M-V def2-TZVPD RIJCOSX def2/J DEFGRID3
* xyz 0 1
C 1.60 0.95 -0.13
C 2.24 -0.07 0.39
C 0.80 -0.28 0.22
C -2.04 -0.09 0.06
O 0.26 -1.16 -0.94
P -0.68 -1.30 0.43
H 1.70 1.99 -0.69
H 3.13 -0.48 0.65
H -2.32 0.66 0.73
H -3.00 -0.71 0.05
H -1.69 0.50 -0.78
*
```

Computed properties:
Gap between HOMO and LUMO (eV): 9.796
SMILES: CP1OC12C=C2

Results of the natural (NBO) charge analysis, in e, for atoms 1 through 6: -0.162, -0.176, -0.130, -0.997, -0.799, 1.072

***

Tell me which of them is the most stable. Sure, it is <one>.

***

<one>
Formula: C4H8N4
Source: the Open Molecules 2025 dataset
Level of theory: ωB97M-V with the def2-TZVPD basis set

The geometry in ORCA input format:
```
! wB97M-V def2-TZVPD RIJCOSX def2/J DEFGRID3
* xyz 0 1
C -1.78 1.16 0.14
C -2.36 -0.06 0.51
C 0.21 -0.82 0.25
C 1.69 1.24 0.01
N -0.56 1.50 0.09
N 0.43 0.50 0.27
N -3.19 -0.75 -0.19
N 1.27 -1.58 0.42
H -2.30 2.16 0.07
H 1.68 2.20 0.40
H 2.44 0.57 0.46
H 1.88 1.27 -1.07
H -3.64 -1.55 0.24
H -3.52 -0.51 -1.06
H 2.18 -1.32 0.65
H 1.19 -2.45 0.04
*
```

Computed properties:
Gap between HOMO and LUMO (eV): 8.317

Results of the natural (NBO) charge analysis, in e, for atoms 1 through 6: -0.101, 0.123, 0.195, -0.404, -0.309, -0.298

***

<two>
Formula: C4H8N4
Source: the Open Molecules 2025 dataset
Level of theory: ωB97M-V with the def2-TZVPD basis set

The geometry in ORCA input format:
```
! wB97M-V def2-TZVPD RIJCOSX def2/J DEFGRID3
* xyz 0 1
C 0.07 -1.51 -0.06
N 0.38 -0.09 -0.25
C -0.45 0.94 0.05
C 1.90 0.15 -0.20
C -2.10 0.67 0.01
N -0.23 2.20 0.12
N 2.75 -0.63 0.36
N -2.68 -0.46 0.18
H 0.75 2.44 0.04
H 3.71 -0.31 0.24
H -3.70 -0.35 0.28
H 2.22 1.09 -0.67
H -2.67 1.61 -0.02
H 0.53 -1.88 0.87
H -0.98 -1.78 -0.04
H 0.49 -2.08 -0.89
*
```

Computed properties:
Gap between HOMO and LUMO (eV): 9.985
SMILES: [H]/N=C(/C=N/[H])N(C)/C=N/[H]

Results of the natural (NBO) charge analysis, in e, for atoms 1 through 6: -0.433, -0.463, 0.414, 0.287, 0.113, -0.701

***

Tell me which of them is the most stable. Sure, it is <two>.